[1]
Here is a gas-phase ion, C2H2N3O (charge +1) at a distorted geometry from the Open Molecules 2025 dataset. Energies are from ωB97M-V/def2-TZVPD.

Atoms and positions in Å:
1 C -1.949 -0.133 -0.037
2 C 0.079 0.128 -0.231
3 N -0.879 -0.881 0.008
4 N 2.351 -0.403 -0.099
5 N -1.063 0.849 0.103
6 O 1.289 0.412 0.025
7 H -3.068 0.002 0.081
8 H 3.240 0.026 0.150

Properties
HOMO (alpha / beta): -14.69 / -14.69 eV
Energy: -8605.5979 eV
Kohn-Sham gap (alpha / beta): 6.401 / 6.407 eV
Relative energy (zero: lowest compared OMol25 entry of this formula, charge and spin): 213.5 kcal per mole
Net charge: +1

natural (NBO) atomic charge list, values in e, 6 entries: 0.215, 0.464, -0.053, -0.152, -0.048, -0.123

---

[2]
Here is a molecular structure, C3H3I2O2 at a distorted geometry from the Open Molecules 2025 dataset. Energies are from ωB97M-V/def2-TZVPD.

Atoms and positions in Å:
1 C -2.336 1.305 -3.583
2 C -0.326 0.362 0.428
3 C -1.646 1.039 0.527
4 O -1.650 0.488 -3.930
5 O -3.054 2.173 -3.472
6 I -1.014 3.118 -0.120
7 I -3.097 0.219 -0.751
8 H -0.036 0.422 -0.627
9 H 0.501 0.796 0.981
10 H -0.426 -0.748 0.675

Properties
HOMO: -2.58 eV
Energy: -23456.0745 eV
Kohn-Sham gap: 5.712 eV
Relative energy (zero: lowest compared OMol25 entry of this formula, charge and spin): 38.2 kcal per mole
Net charge: -1

natural (NBO) atomic charge list, values in e, 6 entries: 1.022, -0.741, -0.558, -0.533, -0.526, -0.200

---

[3]
Here is 2 unconnected molecules or ions with the total composition C4H12N2S2 at a distorted geometry from the Open Molecules 2025 dataset. Energies are from ωB97M-V/def2-TZVPD.

Atoms and positions in Å:
1 N 1.431 -1.980 1.152
2 C 1.591 -1.736 -0.243
3 C 0.593 -1.281 -1.104
4 N 0.861 -1.048 -2.484
5 H 2.161 -2.615 1.522
6 H 0.525 -2.302 1.445
7 H 2.576 -1.828 -0.690
8 H -0.497 -1.301 -0.945
9 H 1.723 -0.532 -2.702
10 H 0.066 -0.685 -2.988
11 C -1.264 2.823 -0.535
12 S -2.291 1.306 -0.353
13 S -2.272 1.259 1.696
14 C -0.769 0.249 1.951
15 H -1.733 3.787 -0.267
16 H -0.374 2.720 0.111
17 H -0.991 3.003 -1.581
18 H 0.034 0.588 1.289
19 H -0.284 0.368 2.939
20 H -1.086 -0.796 1.787

Properties
HOMO: -7.06 eV
Energy: -28992.1900 eV
Kohn-Sham gap: 7.763 eV
Relative energy (zero: lowest compared OMol25 entry of this formula, charge and spin): 26.8 kcal per mole
Net charge: 0

natural (NBO) atomic charge list, values in e, 6 entries: -0.832, -0.101, -0.096, -0.838, 0.373, 0.370

---

[4]
Here is a molecular structure, C30H31BrMnN6O4 from the Open Molecules 2025 dataset. Energies are from ωB97M-V/def2-TZVPD.

Atoms and positions in Å:
1 Mn 0.566 -0.021 0.130
2 C 3.477 -0.851 0.674
3 N 2.816 0.430 0.919
4 C 2.754 0.736 2.351
5 C 1.370 0.662 2.941
6 C 1.190 0.599 4.316
7 C -0.091 0.678 4.830
8 C -1.153 0.831 3.953
9 C -0.890 0.855 2.596
10 N 0.346 0.757 2.093
11 C 3.508 1.499 0.191
12 C 3.279 1.391 -1.290
13 C 4.290 1.525 -2.228
14 C 3.949 1.455 -3.569
15 C 2.624 1.251 -3.918
16 C 1.689 1.107 -2.905
17 N 2.013 1.180 -1.621
18 C 2.609 -1.998 1.078
19 C 3.152 -3.227 1.428
20 C 2.303 -4.275 1.724
21 C 0.934 -4.064 1.670
22 C 0.472 -2.813 1.309
23 N 1.292 -1.796 1.020
24 H 3.634 -0.962 -0.405
25 H 4.443 -0.902 1.197
26 H 3.439 0.103 2.925
27 H 3.093 1.765 2.506
28 H 2.049 0.494 4.966
29 H -0.258 0.624 5.898
30 H -2.172 0.907 4.306
31 H -1.682 0.922 1.864
32 H 3.083 2.448 0.525
33 H 4.584 1.508 0.418
34 H 5.315 1.669 -1.914
35 H 4.712 1.545 -4.332
36 H 2.322 1.178 -4.953
37 H 0.646 0.896 -3.116
38 H 4.226 -3.351 1.449
39 H 2.701 -5.246 1.990
40 H 0.231 -4.854 1.890
41 H -0.582 -2.591 1.218
42 C -3.736 2.316 -1.233
43 C -2.432 2.962 -1.709
44 C -2.394 4.455 -1.354
45 C -2.260 2.756 -3.220
46 C -1.310 2.294 -1.042
47 N -0.480 1.687 -0.543
48 H -4.572 2.786 -1.753
49 H -3.874 2.460 -0.161
50 H -3.729 1.245 -1.445
51 H -3.225 4.959 -1.849
52 H -1.463 4.914 -1.685
53 H -2.491 4.603 -0.278
54 H -3.086 3.240 -3.742
55 H -2.266 1.692 -3.457
56 H -1.323 3.191 -3.570
57 Br -4.738 -3.865 3.085
58 C -4.496 -3.179 1.334
59 C -5.378 -3.539 0.328
60 N -5.258 -3.083 -0.915
61 C -4.251 -2.254 -1.182
62 C -3.317 -1.844 -0.237
63 C -3.448 -2.323 1.058
64 C -2.201 -0.887 -0.625
65 O -2.243 -0.366 -1.734
66 O -1.324 -0.728 0.300
67 H -6.203 -4.212 0.532
68 H -4.166 -1.888 -2.197
69 H -2.747 -2.018 1.824
70 O 2.779 -1.775 -2.046
71 C 1.550 -1.861 -2.162
72 O 0.650 -1.255 -1.509
73 H 1.147 -2.549 -2.935

Properties
HOMO (alpha / beta): -7.75 / -7.22 eV
⟨S²⟩: 0.845
Energy: -150108.4479 eV
Kohn-Sham gap (alpha / beta): 8.142 / 7.612 eV
Relative energy (zero: lowest compared OMol25 entry of this formula, charge and spin): 22.7 kcal per mole
Net charge: 0
Spin multiplicity: 2

Mulliken atomic charge list, values in e, 6 entries: 1.119, -1.525, 0.994, -1.823, 1.147, -1.190

---

[5]
Here is 2 unconnected molecules or ions with the total composition C4H12 at a distorted geometry from the Open Molecules 2025 dataset. Energies are from ωB97M-V/def2-TZVPD.

Atoms and positions in Å:
1 C 0.286 2.200 -0.444
2 C 1.048 2.147 0.846
3 H -0.619 2.891 -0.301
4 H 0.753 2.785 -1.259
5 H -0.171 1.262 -0.840
6 H 2.123 2.340 0.496
7 H 0.663 3.007 1.615
8 H 1.191 1.269 1.353
9 C -0.484 -2.937 -0.297
10 C -0.913 -1.440 -0.123
11 H 0.619 -3.266 0.028
12 H -0.995 -3.511 0.288
13 H -0.370 -3.320 -1.365
14 H -1.853 -1.200 -0.679
15 H 0.079 -0.982 -0.242
16 H -1.043 -1.094 1.011

Properties
HOMO: -11.08 eV
Energy: -4340.3427 eV
Kohn-Sham gap: 12.189 eV
Relative energy (zero: lowest compared OMol25 entry of this formula, charge and spin): 50.4 kcal per mole
Net charge: 0

natural (NBO) atomic charge list, values in e, 6 entries: -0.635, -0.614, 0.202, 0.210, 0.219, 0.205

---

[6]
Here is C4HNO3 in the gas phase at a distorted geometry from the Open Molecules 2025 dataset. Energies are from ωB97M-V/def2-TZVPD.

Atoms and positions in Å:
1 O -2.228 0.370 -0.436
2 C -1.036 0.121 -0.027
3 C -0.459 -1.200 0.201
4 N 0.855 -1.175 -0.069
5 C 1.438 0.195 -0.272
6 O 2.583 0.423 -0.214
7 C 0.020 1.140 -0.050
8 O 0.005 2.291 0.207
9 H -1.178 -2.166 0.659

Properties
HOMO: -9.71 eV
Energy: -11792.9956 eV
Kohn-Sham gap: 7.493 eV
Relative energy (zero: lowest compared OMol25 entry of this formula, charge and spin): 59.0 kcal per mole
Net charge: 0

natural (NBO) atomic charge list, values in e, 6 entries: -0.423, 0.330, 0.066, -0.414, 0.586, -0.425

---

What is the formula in the third record?
C4H12N2S2